The following is a DFT calculation (the ωB97M-V functional and the def2-TZVPD basis) of C20H20N8O3S in the gas phase in a non-equilibrium geometry.

XYZ file:
```
52
Properties=species:S:1:pos:R:3:forces:R:3:nbo_charge:R:1
C -2.672469 -5.483663 0.557001 -0.0819 0.1694 0.1131 -0.608
C -3.641010 -4.365912 0.922894 0.0800 0.0450 -0.4148 -0.426
C -4.267661 -3.742118 -0.327136 -0.2906 -0.1665 0.5135 -0.064
O -3.311499 -3.136740 -1.174306 0.2525 0.1454 -0.1832 -0.490
C -2.786989 -1.929068 -0.857934 0.2108 0.2397 -0.0914 0.321
C -1.785407 -1.468164 -1.718977 -0.1406 -0.1846 0.0274 -0.254
C -1.187898 -0.247401 -1.517054 -0.1785 0.0396 0.0906 -0.125
C -1.587072 0.560973 -0.451474 -0.2679 -0.3784 -0.0019 -0.161
C -0.945186 1.843014 -0.239535 0.8058 0.3081 0.0799 0.208
C 0.401541 2.197109 -0.168691 -1.1992 -0.1783 -0.0599 -0.045
C 1.608977 1.354433 -0.262508 0.3798 -0.1560 -0.1013 0.627
O 1.595157 0.180646 -0.585332 -0.0631 0.1216 -0.0123 -0.611
N 2.725162 2.074825 0.037701 -0.2940 0.2001 0.5653 -0.444
N 4.025581 1.691391 -0.075948 0.6839 -0.0144 -0.4498 -0.271
C 4.464381 0.578942 0.387097 -1.0567 0.0892 0.1709 0.261
C 3.688481 -0.402493 1.207007 -0.1010 -0.0251 -0.0864 -0.686
C 5.853660 0.318628 0.098751 0.9397 0.1229 -0.3015 -0.253
C 6.627973 -0.777191 0.381141 -0.4898 0.2769 0.0245 -0.217
C 7.949774 -0.649825 -0.082782 0.3412 0.1038 -0.1578 -0.271
C 8.168692 0.535684 -0.713438 -0.3161 0.1590 0.0311 -0.398
S 6.765319 1.521317 -0.761941 0.1234 -0.5015 0.1832 0.484
N 0.477455 3.528962 0.066799 0.3018 -0.0558 -0.0613 -0.208
N -0.690466 4.020331 0.134199 -0.3247 0.8507 0.2100 -0.081
N -1.590597 3.031907 -0.040671 1.1635 -1.1478 -0.1228 -0.181
C -2.927534 3.353371 -0.085326 -1.8326 0.9202 -0.0502 0.215
N -3.926717 2.523153 -0.176003 0.8645 -0.1792 0.0308 -0.079
O -5.038508 3.259026 -0.202099 -0.1339 -0.2010 -0.0247 -0.122
N -4.768289 4.586906 -0.125474 0.5588 0.9011 0.0817 -0.170
C -3.464524 4.702959 -0.052973 -0.5078 -1.3046 -0.1184 0.302
N -2.762751 5.840601 -0.003429 0.1886 0.6455 0.0038 -0.810
C -2.577335 0.102203 0.410369 0.3465 -0.0575 -0.1213 -0.131
C -3.168981 -1.130378 0.217659 -0.2188 -0.2921 0.0473 -0.276
H -2.201303 -5.887090 1.449800 0.0781 -0.0910 0.0277 0.211
H -3.194690 -6.289401 0.046042 -0.0116 -0.1258 -0.0656 0.201
H -1.896996 -5.103230 -0.103293 0.1028 -0.0390 -0.0504 0.215
H -3.107702 -3.596933 1.484861 -0.0965 0.0250 0.0785 0.206
H -4.444242 -4.753741 1.552153 -0.0377 0.0737 0.0436 0.207
H -5.053373 -3.026768 -0.055502 0.0597 -0.0411 -0.1020 0.177
H -4.715068 -4.527431 -0.943308 -0.0163 0.1134 0.0839 0.194
H -1.494065 -2.097208 -2.544864 0.0352 -0.0742 -0.0982 0.227
H -0.411148 0.089868 -2.184040 0.0699 0.0067 -0.0418 0.232
H 2.612217 3.083580 0.052657 0.0242 -0.2725 0.0094 0.419
H 3.003329 0.138193 1.860657 -0.0338 -0.0159 0.0153 0.230
H 3.081436 -1.034132 0.557848 0.0433 0.0011 0.0690 0.273
H 4.346551 -1.021096 1.808752 0.0615 0.0219 0.0720 0.219
H 6.268853 -1.652348 0.891578 -0.1301 -0.1215 0.1094 0.222
H 8.702483 -1.406856 0.047230 0.1410 -0.1037 0.0024 0.223
H 9.079544 0.888844 -1.154847 0.2184 0.0385 -0.0816 0.234
H -3.251507 6.708769 0.111899 0.0345 0.0331 0.0153 0.407
H -1.768989 5.763919 0.156098 -0.1808 0.1245 0.0203 0.436
H -2.877305 0.700176 1.256868 -0.0442 0.0251 0.0392 0.217
H -3.929297 -1.450532 0.911805 -0.0609 -0.0738 0.0396 0.214
```
Positions in Å, forces in eV/Å.

Properties
Charge: 0
Kohn-Sham gap in Ha: 0.30081
Lowest unoccupied orbital energy in Eh: -0.0011
E_HOMO in eV: -8.214
SMILES: CCCOc1ccc(-c2c(C(=O)N/N=C(\C)c3cccs3)nnn2-c2nonc2N)cc1
E in Eh: -1835.97740
Largest force on an atom in eV/Å: 2.05
Energy above the lowest of the compared OMol25 structures with the same formula, charge and spin in kcal/mol: 0.0